{
  "formula": "C48H134N12O13",
  "method": "the ωB97M-V functional and the def2-TZVPD basis",
  "orbital_gap_ev": 8.6777,
  "charge": 0,
  "homo_ev": -8.19,
  "mol_weight_g_mol": 1087.67,
  "elements": ["C", "C", "C", "O", "C", "N", "H", "H", "H", "H", "H", "H", "H", "H", "H", "H", "H", "C", "C", "C", "O", "C", "N", "H", "H", "H", "H", "H", "H", "H", "H", "H", "H", "H", "C", "C", "C", "O", "C", "N", "H", "H", "H", "H", "H", "H", "H", "H", "H", "H", "H", "C", "C", "C", "O", "C", "N", "H", "H", "H", "H", "H", "H", "H", "H", "H", "H", "H", "C", "C", "C", "O", "C", "N", "H", "H", "H", "H", "H", "H", "H", "H", "H", "H", "H", "C", "C", "C", "O", "C", "N", "H", "H", "H", "H", "H", "H", "H", "H", "H", "H", "H", "C", "C", "C", "O", "C", "N", "H", "H", "H", "H", "H", "H", "H", "H", "H", "H", "H", "C", "C", "C", "O", "C", "N", "H", "H", "H", "H", "H", "H", "H", "H", "H", "H", "H", "C", "C", "C", "O", "C", "N", "H", "H", "H", "H", "H", "H", "H", "H", "H", "H", "H", "C", "C", "C", "O", "C", "N", "H", "H", "H", "H", "H", "H", "H", "H", "H", "H", "H", "C", "C", "C", "O", "C", "N", "H", "H", "H", "H", "H", "H", "H", "H", "H", "H", "H", "C", "C", "C", "O", "C", "N", "H", "H", "H", "H", "H", "H", "H", "H", "H", "H", "H", "O", "H", "H"],
  "positions_angstrom": [[-4.391983, -6.061993, 0.048328], [-2.958626, -6.674784, -0.099128], [-2.125013, -5.880247, -1.058433], [-0.766037, -6.433177, -1.148093], [-0.705782, -7.392760, -2.108200], [-2.358630, -6.771748, 1.195140], [-4.895080, -6.081465, -0.903942], [-4.428189, -5.069501, 0.478364], [-4.960654, -6.737428, 0.748899], [-3.104171, -7.702437, -0.454563], [-2.014724, -4.847965, -0.644534], [-2.574415, -5.656910, -2.052342], [-1.448617, -7.308883, -2.930880], [-0.906014, -8.342120, -1.594546], [0.249447, -7.446279, -2.557453], [-2.418053, -5.867617, 1.689082], [-1.370734, -6.952089, 1.137993], [-7.374994, -0.662629, 2.971169], [-6.855407, -1.124777, 1.649188], [-6.341263, -2.605903, 1.696978], [-5.345140, -2.962494, 2.586826], [-4.077064, -2.599875, 2.109200], [-7.844447, -1.004566, 0.585317], [-6.656507, -0.909980, 3.801891], [-8.308275, -1.130641, 3.232387], [-7.497198, 0.419981, 3.110065], [-6.029780, -0.523647, 1.391543], [-6.093287, -2.877546, 0.633844], [-7.184081, -3.250625, 1.902028], [-3.873549, -1.491238, 2.115390], [-3.992654, -2.990802, 1.092508], [-3.328345, -3.109941, 2.757671], [-8.162707, -0.023878, 0.532649], [-8.615871, -1.592163, 0.745519], [0.002320, 4.700914, 2.110978], [0.845681, 5.986919, 2.051356], [1.879533, 6.135529, 3.169766], [1.239114, 6.474888, 4.376148], [1.764468, 5.982647, 5.536189], [1.567051, 5.891569, 0.698574], [-0.915576, 4.660934, 1.534739], [-0.329212, 4.462717, 3.082661], [0.627594, 3.905012, 1.683353], [0.224291, 6.851862, 2.009116], [2.597310, 6.908388, 2.882801], [2.567339, 5.259064, 3.164378], [2.842346, 6.329363, 5.619468], [1.743273, 4.934897, 5.509710], [1.139201, 6.461467, 6.345376], [2.184876, 5.077957, 0.737996], [2.148784, 6.732028, 0.722062], [0.881418, -6.037225, 2.135908], [0.649890, -4.622165, 1.676865], [0.421582, -3.646635, 2.868095], [-0.685088, -4.090754, 3.624417], [-0.849038, -3.515405, 4.907686], [1.806168, -4.161808, 0.923551], [0.935795, -6.614565, 1.215425], [0.041438, -6.378018, 2.674642], [1.826950, -6.057477, 2.639392], [-0.216124, -4.564207, 1.062391], [0.226978, -2.563336, 2.562479], [1.305030, -3.701918, 3.461882], [-1.416136, -4.253916, 5.493768], [-1.360242, -2.527576, 4.814825], [0.128422, -3.445221, 5.381189], [1.907496, -4.728656, 0.053671], [1.535953, -3.228296, 0.553229], [2.604887, 1.468973, 5.822570], [1.618264, 1.970015, 4.738355], [2.179619, 1.989748, 3.300294], [2.818956, 3.153313, 2.983033], [3.824303, 3.178638, 1.975970], [0.468463, 1.037410, 4.659997], [3.418023, 2.181867, 6.006741], [2.949961, 0.483976, 5.620576], [1.991431, 1.436966, 6.724369], [1.257792, 2.987069, 4.840189], [1.264821, 1.899630, 2.682984], [2.850283, 1.109448, 3.009761], [4.730937, 2.747317, 2.358989], [3.956707, 4.264336, 1.653228], [3.559404, 2.528826, 1.146115], [-0.260282, 1.418575, 4.110592], [-0.009752, 1.078063, 5.565118], [3.660954, 1.354065, -1.802224], [4.321371, 0.221073, -0.992653], [4.561255, -0.914841, -1.933586], [5.137962, -2.024628, -1.160064], [4.109911, -3.081742, -0.973496], [5.446650, 0.676260, -0.125712], [3.471662, 2.283559, -1.226341], [2.739637, 0.962279, -2.180073], [4.246233, 1.552891, -2.670038], [3.526493, -0.105800, -0.320749], [5.481006, -0.678860, -2.541495], [3.750567, -1.178268, -2.614846], [4.637553, -3.848095, -0.368626], [3.760041, -3.522300, -1.877374], [3.259520, -2.667883, -0.536571], [5.849764, -0.197811, 0.120476], [6.147894, 1.002899, -0.801033], [1.747311, 4.320469, -4.336714], [2.369882, 5.689728, -4.384993], [1.861647, 6.582637, -5.531755], [2.659652, 7.813691, -5.586886], [2.120326, 8.701031, -6.545490], [2.041138, 6.441658, -3.112476], [0.703703, 4.297013, -3.983557], [2.288275, 3.727518, -3.602411], [1.810521, 3.888612, -5.369415], [3.446507, 5.565624, -4.507050], [0.801768, 6.846717, -5.435905], [1.884904, 5.985834, -6.467297], [2.899583, 9.446476, -6.857814], [1.222187, 9.245035, -6.104929], [1.738337, 8.138858, -7.394850], [2.463903, 5.919976, -2.305962], [2.374552, 7.403969, -3.211752], [3.646062, -1.332757, 2.449182], [4.810504, -2.211475, 2.881302], [5.341177, -1.672113, 4.206167], [6.466610, -2.408283, 4.660157], [7.585402, -2.280119, 3.899531], [4.419657, -3.671189, 2.951684], [3.127787, -1.823583, 1.589406], [3.989855, -0.354878, 2.104886], [2.901414, -1.001643, 3.203854], [5.589754, -2.183416, 2.053092], [4.591231, -1.729746, 4.986712], [5.570340, -0.609489, 4.108002], [7.857293, -1.237221, 3.761905], [7.434816, -2.703827, 2.895841], [8.381640, -2.809438, 4.392702], [4.586580, -4.125888, 3.832624], [3.640897, -3.852854, 2.349693], [-3.900989, 2.344564, -3.058804], [-2.423911, 2.225250, -3.287667], [-2.226938, 1.347921, -4.459015], [-2.560220, 0.007775, -4.154740], [-3.072670, -0.667811, -5.301114], [-1.816055, 3.501410, -3.609968], [-4.296533, 2.786985, -3.990268], [-4.259964, 3.032903, -2.201228], [-4.394764, 1.337973, -2.929547], [-1.917556, 1.787951, -2.412005], [-1.100880, 1.492092, -4.660767], [-2.839331, 1.797214, -5.296573], [-3.995674, -0.223023, -5.678842], [-3.226863, -1.728277, -5.001056], [-2.391933, -0.612312, -6.169737], [-1.613419, 3.970322, -2.674670], [-2.478584, 3.951618, -4.237246], [-4.473286, 1.494295, 0.370081], [-4.261480, 2.658396, 1.262315], [-3.629866, 2.333450, 2.578399], [-4.158847, 1.201276, 3.147212], [-3.453947, 0.735309, 4.259279], [-3.456373, 3.638693, 0.528950], [-3.599020, 1.259932, -0.261816], [-5.311432, 1.676298, -0.318901], [-4.791603, 0.572853, 0.883947], [-5.244453, 3.160789, 1.552196], [-3.747924, 3.212793, 3.234955], [-2.514297, 2.154773, 2.481678], [-3.732896, -0.290284, 4.546861], [-3.671652, 1.315796, 5.162517], [-2.369623, 0.732790, 4.119711], [-2.521722, 3.190427, 0.382353], [-3.240049, 4.459631, 1.034182], [-1.582309, -1.399588, -0.516979], [-0.509931, -0.438158, -0.872729], [-0.251419, 0.560342, 0.228174], [0.610377, 1.621547, -0.051945], [0.263128, 2.617444, -1.030544], [0.759936, -1.187935, -1.055907], [-1.333597, -1.867264, 0.444993], [-1.683383, -2.186825, -1.293235], [-2.546059, -0.856865, -0.342629], [-0.889650, 0.014342, -1.807080], [0.267136, 0.029575, 1.020682], [-1.172018, 0.928953, 0.691727], [0.268541, 2.253044, -2.079960], [0.936257, 3.449882, -0.938868], [-0.708650, 3.087314, -0.891508], [1.531784, -0.583729, -1.177247], [0.586436, -1.786630, -1.845445], [0.518039, -1.479289, -4.950608], [-0.009125, -2.918094, -4.496929], [-0.121696, -3.925625, -5.606931], [-0.569277, -5.152019, -5.064752], [-0.759645, -6.139837, -6.022905], [0.845707, -3.377293, -3.328372], [-0.176713, -0.874815, -5.448414], [1.387438, -1.659288, -5.544243], [0.709675, -0.821585, -4.117130], [-1.046155, -2.908056, -4.092965], [0.846928, -4.078270, -6.142207], [-0.883791, -3.532836, -6.267063], [-1.528222, -5.862030, -6.725937], [-1.206316, -7.055677, -5.523135], [0.229968, -6.380378, -6.506593], [0.415923, -4.314883, -3.013889], [1.809440, -3.541163, -3.576684], [-0.584029, 6.012292, -1.600890], [-0.093415, 6.119893, -0.769454], [0.144827, 6.049050, -2.249036]],
  "atomic_forces_ev_per_a": [[0.3, -1.8, 0.8], [-1.7, 0.2, -0.2], [1.2, 1.6, 0.1], [-1.6, 2.8, 0.4], [-1.2, -2.3, -0.6], [0.1, 0.8, 1.4], [-0.3, 0.2, -0.4], [0.3, 0.3, 0.0], [0.5, 0.7, -0.7], [0.1, 0.1, -0.2], [0.2, -0.7, 0.1], [0.3, -0.8, 0.3], [0.3, 0.3, 0.4], [0.1, -0.4, -0.5], [1.2, 0.1, -0.4], [-0.1, -0.5, -0.3], [0.3, -0.3, -0.2], [1.1, 0.3, 2.2], [-0.3, -1.2, 0.4], [-1.4, 0.2, -1.8], [0.1, 0.5, 0.4], [1.0, 0.1, 0.5], [1.3, 1.4, -0.6], [-0.5, -0.1, -0.7], [-0.5, -0.3, 0.0], [-0.1, -0.1, -0.6], [0.9, 0.7, -0.4], [0.2, 0.3, 0.7], [-0.5, -0.2, 0.4], [-0.3, -0.9, 0.0], [0.4, 0.2, -0.2], [-0.4, 0.4, -0.5], [0.1, -0.9, 0.0], [-1.2, -0.7, 0.3], [0.8, 0.0, -0.8], [0.6, -1.7, -1.5], [0.6, -0.3, -0.6], [-1.0, 0.5, -1.9], [1.2, 2.2, 1.3], [-0.5, 1.0, 1.5], [0.0, 0.7, -0.5], [0.0, -0.4, 1.5], [-0.2, -0.1, 0.5], [-0.5, 0.8, 0.0], [-0.2, 0.7, 0.0], [-1.0, 0.0, 0.7], [-0.9, -0.4, 0.4], [0.0, -1.7, 0.5], [0.9, -0.9, -0.5], [-0.1, 0.3, 0.0], [0.2, -0.3, -0.6], [0.1, 0.8, -1.5], [0.0, 1.0, 1.0], [-0.8, 0.5, -0.8], [-0.4, -0.6, -0.3], [0.0, -0.3, -0.5], [0.0, 0.8, -1.3], [0.2, -0.4, 0.0], [-0.6, -0.5, 1.1], [0.4, -0.4, 0.6], [-1.1, -0.2, -0.6], [0.5, -1.2, 0.0], [1.0, 0.3, 0.7], [-0.2, 0.5, -0.2], [0.4, -0.6, 0.4], [0.1, 0.5, 0.2], [-0.1, 0.3, 1.0], [0.4, -0.5, 0.2], [-1.5, 1.9, 0.0], [0.7, -1.0, -1.4], [-0.2, -2.4, -0.9], [0.9, 2.2, 0.2], [-0.7, 0.4, 0.0], [0.3, -0.2, 1.8], [-0.1, -0.3, -0.2], [0.4, -0.7, -0.4], [0.3, -0.1, 0.4], [0.2, 0.4, 0.8], [0.3, -0.1, -0.2], [-1.0, 0.9, 0.8], [0.8, 0.1, 0.3], [0.0, -1.5, 0.4], [-0.3, 0.2, -0.4], [-0.5, 0.6, -1.4], [0.5, -0.5, 0.1], [0.4, 0.1, 1.1], [-2.0, 1.5, 0.5], [3.9, -0.8, 0.3], [-2.6, -1.0, -0.9], [3.3, 0.3, 0.5], [-0.5, 0.0, -2.1], [0.2, -0.6, -0.3], [-0.9, 0.0, -0.2], [0.7, 0.6, -0.7], [0.0, -0.2, 0.4], [-1.1, 0.3, -0.1], [-0.2, -0.2, 0.4], [-0.8, 0.5, -0.1], [0.2, -0.3, -1.2], [-1.3, 0.6, 1.3], [0.6, -1.0, 1.0], [-0.1, 0.4, 0.3], [-0.5, -0.3, -0.7], [-0.8, 1.9, 0.8], [0.5, 0.0, -0.1], [-0.6, -1.5, -0.2], [-0.6, 1.0, 0.6], [0.6, -1.4, -0.2], [0.2, 0.3, -0.4], [0.3, -0.4, -0.2], [-0.1, -0.1, 1.0], [0.2, 0.2, -0.1], [0.0, 0.0, 0.5], [0.5, 0.5, 0.1], [-0.7, -0.8, 0.3], [1.0, -0.4, -0.5], [0.2, 0.1, -0.4], [-0.3, 1.2, -0.9], [0.1, -0.5, 0.4], [-0.7, 0.4, -0.9], [-0.2, -1.2, -0.4], [0.6, -0.7, -0.6], [-1.7, 0.0, 1.5], [0.7, 0.0, -1.5], [1.3, 2.2, 0.0], [0.2, 0.5, 0.7], [0.4, -0.1, -0.4], [0.3, -1.0, 0.0], [-0.7, 0.5, 1.0], [-0.3, -0.3, 0.1], [0.3, 0.2, -0.2], [0.3, 0.4, 0.0], [0.2, -0.1, 0.1], [0.4, -0.2, 0.1], [-0.5, -0.1, -0.1], [-0.6, -0.6, 0.3], [-2.2, 0.3, 1.2], [-0.4, 0.1, 1.2], [1.9, 0.1, -0.9], [-0.3, 0.1, -1.1], [0.4, -0.6, 0.2], [0.8, 0.1, 1.7], [-0.2, -0.1, 0.3], [0.9, -1.1, -1.2], [0.5, 1.0, -0.1], [-0.1, 0.1, -0.3], [-1.4, -0.7, -0.4], [0.6, -0.8, 0.4], [-0.3, 0.0, 0.4], [0.0, 0.7, -0.3], [0.2, -0.2, 0.4], [-0.8, 0.2, -2.1], [0.3, 0.8, 0.6], [-1.0, -1.5, -1.0], [-1.0, 1.7, 0.5], [2.1, 0.4, 0.6], [-0.9, -1.4, 0.4], [0.0, -0.4, 1.1], [1.0, -1.5, -0.9], [-0.2, 0.1, 0.4], [0.4, 0.2, 0.0], [0.6, 0.6, 0.0], [0.9, -0.7, -0.7], [0.1, -0.1, 0.1], [-0.7, 0.4, -0.3], [-0.2, 0.2, -0.6], [0.1, 0.4, -0.1], [0.1, 0.1, -0.3], [-1.0, 0.5, -0.1], [-0.1, 1.1, 0.8], [-1.2, -0.5, 1.0], [1.1, 0.3, -0.6], [-0.7, 0.2, 0.5], [0.8, 1.3, -0.9], [-0.4, -0.9, -0.3], [-2.0, -0.4, 0.5], [0.0, -0.2, -0.1], [-0.1, 0.5, 0.5], [0.6, -0.6, -0.5], [0.6, 0.4, 0.1], [0.1, -0.3, 0.2], [-0.4, 0.2, -0.2], [0.2, -0.1, 0.6], [0.7, 0.1, 0.1], [-0.5, -0.3, 0.4], [0.8, 0.7, -0.5], [0.8, -0.5, -0.5], [-0.6, -2.2, 1.2], [0.6, 1.0, 1.6], [0.7, -0.2, -0.2], [0.0, 0.5, 0.8], [0.3, -1.7, 0.4], [-2.3, -1.4, -0.1], [-1.3, 0.3, -1.4], [0.7, 0.3, -0.4], [0.6, -0.3, 0.7], [0.6, 0.6, 0.0], [-0.5, 0.1, 0.1], [-0.1, 0.0, -0.8], [-0.1, 0.4, -0.8], [0.9, 1.0, -0.3], [-1.1, 0.0, 0.1], [1.2, 1.8, -0.6], [0.2, -0.1, -0.3], [0.3, -0.2, 0.0], [0.0, -0.1, 0.0], [-0.1, 0.2, 0.0]]
}